85
Properties=species:S:1:pos:R:3:forces:R:3 method="wB97M-V/def2-TZVPD" orbital_gap_ev=9.16 spin_multiplicity=1 e_homo_ev=-8.7 smiles="CC(=O)N(C)CCCCB(S)CCCS.COCCNCCOC.COCCNCCOC"
C 0.1700 -2.6502 0.2743 0.0 0.1 0.0
C 0.0696 -2.3625 -1.1952 -0.4 0.2 0.1
O 0.8216 -2.8327 -2.0065 0.1 -0.2 -0.1
N -1.0646 -1.5596 -1.5946 0.2 0.0 -0.2
C -1.5557 -2.0048 -2.9044 0.1 0.0 0.0
C -0.7182 -0.1194 -1.6677 0.1 -0.1 0.2
C -0.4012 0.5498 -0.3357 0.0 0.0 0.0
C -1.5152 0.5097 0.7178 0.0 0.0 0.0
C -2.8878 0.8699 0.1404 0.0 0.2 -0.2
B -3.8421 -0.2801 -0.3144 0.0 -0.1 0.1
S -3.8477 -1.9232 0.5960 0.0 -0.1 0.2
C -4.8284 -0.0610 -1.5078 0.1 0.0 -0.1
C -6.2188 -0.6991 -1.4655 0.0 -0.2 0.0
C -6.9761 -0.3618 -0.1830 0.0 0.2 0.1
S -8.7847 -0.3270 -0.3627 0.1 -0.1 -0.1
H -0.0052 -1.7584 0.8700 0.0 0.0 0.0
H -0.6233 -3.3560 0.5347 0.0 0.0 0.0
H 1.1370 -3.0906 0.5049 0.0 0.0 0.0
H -1.8970 -3.0381 -2.8319 0.0 0.0 0.0
H -2.4016 -1.3801 -3.1908 0.0 0.0 0.0
H -0.7924 -1.9490 -3.6855 0.0 0.0 0.0
H 0.1251 0.0418 -2.3529 0.0 -0.1 0.0
H -1.5800 0.3693 -2.1282 0.0 0.0 0.0
H -0.1650 1.5911 -0.5744 0.0 0.0 0.0
H 0.5164 0.1312 0.0882 0.0 0.0 0.0
H -1.2391 1.1958 1.5210 0.0 0.0 0.0
H -1.5794 -0.4814 1.1692 0.0 0.0 0.0
H -3.4748 1.4452 0.8759 0.0 -0.1 0.0
H -2.7841 1.5664 -0.7034 0.0 0.1 0.1
H -3.1806 -2.5299 -0.3970 -0.1 0.0 -0.1
H -4.9127 1.0061 -1.7486 0.0 0.0 0.1
H -4.2661 -0.5002 -2.3524 -0.1 0.1 0.0
H -6.8051 -0.3622 -2.3221 0.0 0.0 0.0
H -6.1274 -1.7855 -1.5458 0.0 0.0 0.0
H -6.7201 0.6500 0.1474 -0.1 0.0 0.0
H -6.7189 -1.0437 0.6252 0.1 0.0 0.0
H -8.8796 -1.5419 -0.9194 -0.1 0.0 0.0
C 0.8758 -5.7101 6.0755 0.0 -0.1 0.0
O 2.1868 -5.2806 6.3706 0.0 0.1 0.0
C 3.2034 -5.9188 5.6086 0.0 -0.1 0.0
C 3.9194 -4.9164 4.7326 0.0 0.0 0.0
N 3.0243 -4.3910 3.7174 -0.1 0.0 0.1
C 3.5832 -3.3362 2.8863 0.0 0.0 -0.1
C 3.9778 -2.0292 3.5622 0.0 0.0 0.0
O 2.8764 -1.3024 4.0754 0.0 0.0 0.0
C 2.5086 -1.6079 5.4054 0.0 0.0 0.0
H 0.2108 -5.2142 6.7802 0.0 0.0 0.0
H 0.5711 -5.4509 5.0551 0.0 0.0 0.0
H 0.7730 -6.7937 6.1963 0.0 0.0 0.0
H 2.7672 -6.7105 4.9915 0.0 0.0 0.0
H 3.9183 -6.3724 6.3005 0.0 0.0 0.0
H 4.7570 -5.4196 4.2385 0.0 0.0 0.0
H 4.3454 -4.1420 5.3874 0.0 0.0 0.0
H 2.1780 -4.0584 4.1631 0.0 0.0 0.0
H 2.8501 -3.0965 2.1126 0.0 0.0 0.0
H 4.4648 -3.7337 2.3713 0.0 0.0 0.0
H 4.4405 -1.3893 2.8066 0.0 0.0 0.0
H 4.7187 -2.1889 4.3556 0.0 0.0 0.0
H 3.3838 -1.8621 6.0118 0.0 0.0 0.0
H 1.7998 -2.4392 5.4676 0.0 0.0 0.0
H 2.0357 -0.7210 5.8258 0.0 0.0 0.0
C 4.0936 6.2643 -4.2369 0.1 0.1 0.0
O 3.1206 6.4901 -3.2403 -0.1 -0.1 0.0
C 1.9713 7.1984 -3.6858 0.0 0.1 -0.1
C 0.7373 6.3334 -3.5678 0.0 0.0 0.0
N 0.8093 5.2087 -4.4830 0.1 0.0 0.1
C -0.2765 4.2472 -4.3710 0.0 0.0 -0.1
C -0.4245 3.4959 -3.0532 0.0 0.0 0.0
O 0.6415 2.6062 -2.7774 0.0 0.0 -0.1
C 1.7538 3.1620 -2.1035 0.0 0.0 0.0
H 4.9474 5.7971 -3.7497 0.0 0.0 0.0
H 3.7312 5.6033 -5.0324 0.0 0.0 0.0
H 4.4202 7.2029 -4.6970 0.0 0.0 0.0
H 2.1071 7.5182 -4.7237 0.0 0.0 0.0
H 1.8517 8.0881 -3.0616 0.0 0.0 0.0
H -0.1400 6.9381 -3.8199 0.0 0.0 0.0
H 0.6361 6.0379 -2.5132 0.0 0.0 0.0
H 1.6965 4.7364 -4.3611 0.0 0.0 0.0
H -0.1541 3.5067 -5.1647 0.0 0.0 0.0
H -1.2191 4.7710 -4.5660 0.0 0.0 0.0
H -1.3253 2.8788 -3.1224 0.0 0.0 0.0
H -0.5611 4.1812 -2.2068 0.0 0.0 0.0
H 1.4492 3.9698 -1.4305 0.0 0.0 0.0
H 2.5081 3.5553 -2.7906 0.0 0.0 0.0
H 2.2090 2.3657 -1.5140 0.0 0.0 0.0